1.
{
  "formula": "C28H51N3O12P4",
  "method": "ωB97M-V/def2-TZVPD",
  "symbols": ["N", "C", "C", "C", "C", "C", "C", "C", "P", "N", "O", "C", "O", "C", "P", "O", "C", "C", "C", "C", "C", "N", "C", "C", "O", "H", "H", "H", "H", "H", "H", "H", "H", "H", "H", "H", "H", "H", "H", "H", "H", "H", "H", "H", "H", "H", "C", "C", "O", "P", "O", "O", "C", "C", "O", "C", "C", "H", "H", "H", "H", "H", "H", "H", "H", "H", "H", "H", "H", "H", "H", "H", "C", "C", "O", "P", "O", "O", "C", "C", "O", "C", "C", "H", "H", "H", "H", "H", "H", "H", "H", "H", "H", "H", "H", "H", "H", "H"],
  "xyz": [[5.09384, 5.01219, -0.45036], [4.35449, 3.94540, 0.29277], [4.39690, 2.50135, -0.39754], [3.32059, 2.27315, -1.56594], [1.86325, 1.79936, -1.03174], [0.81535, 3.04147, -0.89169], [0.58822, 3.77062, -2.29161], [-0.20938, 3.26478, -3.35240], [-1.14007, 1.62095, -3.23748], [-2.62367, 1.90359, -4.20634], [-1.73057, 1.31797, -1.65446], [-0.31823, 4.09306, -4.73564], [-0.62539, 3.51889, -5.81582], [-0.02907, 5.67990, -4.69930], [-0.68849, 6.89834, -5.97712], [0.46427, 7.34606, -6.93116], [0.76347, 6.17672, -3.63439], [1.12210, 7.72958, -3.42543], [0.39403, 8.47855, -2.26682], [0.88182, 9.97148, -2.16386], [1.94654, 10.40097, -3.18792], [2.55259, 9.69243, -4.25290], [2.14985, 8.33949, -4.39125], [1.34729, 5.15876, -2.53582], [2.37895, 5.51762, -1.91077], [5.00316, 4.85946, -1.46424], [4.65829, 5.92788, -0.22443], [4.88137, 3.84510, 1.32010], [3.30512, 4.33783, 0.51746], [5.44696, 2.40423, -0.87675], [4.35289, 1.70270, 0.42267], [3.26035, 3.15068, -2.30651], [3.71282, 1.38036, -2.19055], [1.91409, 1.16664, -0.08432], [1.44208, 1.12613, -1.87428], [-0.13649, 2.75789, -0.33469], [1.35945, 3.80680, -0.21501], [-3.41699, 1.51457, -3.65814], [-2.83590, 2.92074, -4.24783], [-2.20047, 2.09321, -1.27062], [-1.09020, 8.07935, -5.26403], [-1.73138, 6.32452, -6.77590], [-0.38486, 8.01720, -1.58305], [0.48317, 10.67561, -1.34749], [2.31051, 11.48901, -3.06440], [2.63753, 7.71023, -5.21963], [-1.30201, -0.33640, 6.56373], [-0.75086, -1.27743, 5.51105], [-1.56950, -1.29609, 4.34948], [-1.49706, -0.03446, 3.26543], [0.03109, -0.08487, 3.13637], [-1.78914, -0.86410, 1.85606], [-1.00964, -0.55514, 0.70406], [0.02601, -1.64447, 0.47850], [-3.19445, 0.09833, 3.42371], [-4.02929, -1.06817, 3.39850], [-4.67709, -1.24821, 4.75794], [-1.50200, 0.65563, 6.14553], [-0.60328, -0.23615, 7.39617], [-2.24902, -0.71310, 6.95941], [0.27994, -1.01362, 5.26566], [-0.72824, -2.29532, 5.90873], [-0.53583, 0.42627, 0.80202], [-1.68073, -0.50330, -0.15414], [0.58702, -1.86894, 1.38695], [0.72957, -1.35619, -0.30694], [-0.46623, -2.57475, 0.17998], [-3.48517, -1.96975, 3.11577], [-4.80142, -0.90160, 2.64381], [-3.92606, -1.37393, 5.53935], [-5.33115, -2.12509, 4.76007], [-5.27004, -0.36792, 5.02252], [2.19677, -8.23557, -0.77669], [0.97371, -7.35611, -0.94435], [-0.04818, -7.70366, -0.01980], [0.07940, -7.23015, 1.57106], [0.35512, -5.75248, 1.26440], [-1.52947, -7.00303, 1.93384], [-1.91228, -5.85933, 2.69286], [-2.54801, -4.82469, 1.78150], [-0.13899, -8.85803, 2.03931], [-1.15145, -9.67254, 1.44549], [-0.49740, -10.78512, 0.64889], [2.53054, -8.25888, 0.26591], [3.01660, -7.88074, -1.40375], [1.97226, -9.26643, -1.06335], [1.24662, -6.30243, -0.85641], [0.56303, -7.49132, -1.94820], [-1.05587, -5.43939, 3.22839], [-2.63639, -6.18090, 3.44540], [-1.93682, -4.62640, 0.90003], [-2.71202, -3.88447, 2.31370], [-3.51229, -5.18904, 1.41424], [-1.83287, -9.10302, 0.81221], [-1.74168, -10.10107, 2.25879], [0.13418, -10.38336, -0.14489], [-1.25491, -11.43184, 0.19658], [0.14480, -11.39402, 1.29179]],
  "smiles": "NCCCCCC1=C(P(N)O)C(=O)C([PH2]=O)=C(c2cccnc2)C1=O.CCOP(=O)(OCC)OCC.CCOP(=O)(OCC)OCC",
  "homo_energy_ha": -0.3258,
  "relative_energy_kcal_mol": 231.9,
  "energy_ev": -96049.2469,
  "charge": 0,
  "orbital_gap_ev": 6.743
}

***

2.
{
  "formula": "C28H52Br4F6NiO12S4",
  "method": "ωB97M-V/def2-TZVPD",
  "symbols": ["Ni", "C", "O", "O", "C", "F", "F", "F", "C", "C", "H", "H", "H", "H", "H", "H", "C", "O", "O", "C", "F", "F", "F", "C", "C", "H", "H", "H", "H", "H", "H", "C", "C", "C", "S", "O", "O", "C", "H", "H", "H", "H", "H", "H", "H", "H", "C", "C", "C", "S", "O", "O", "C", "H", "H", "H", "H", "H", "H", "H", "H", "C", "C", "C", "S", "O", "O", "C", "H", "H", "H", "H", "H", "H", "H", "H", "C", "C", "C", "S", "O", "O", "C", "H", "H", "H", "H", "H", "H", "H", "H", "Br", "C", "C", "Br", "H", "H", "H", "H", "Br", "C", "C", "Br", "H", "H", "H", "H"],
  "xyz": [[7.56912, -0.85836, -3.51028], [5.80282, -0.38053, -0.94476], [5.88150, 1.01709, -1.13188], [6.38490, -1.00173, -1.95703], [6.45498, -0.81174, 0.37402], [5.91468, -0.18295, 1.44468], [6.32034, -2.13832, 0.58293], [7.79137, -0.54930, 0.38719], [4.65824, 1.68659, -1.13122], [4.76684, 3.00577, -0.35123], [5.69459, 3.53444, -0.55814], [3.94197, 3.68389, -0.58402], [4.65949, 2.73950, 0.70127], [3.83099, 1.15000, -0.65289], [4.27616, 1.89625, -2.14089], [4.76056, -0.73038, -0.79380], [5.97229, 1.46863, -5.23694], [5.46444, 0.66867, -6.32033], [6.70606, 0.75139, -4.45754], [6.61142, 2.73087, -5.84960], [7.07253, 3.56152, -4.89501], [7.67722, 2.41373, -6.62127], [5.76315, 3.36758, -6.65848], [4.23764, 1.02844, -6.89864], [3.68870, -0.13381, -7.68578], [4.36073, -0.39201, -8.50019], [3.55669, -1.06667, -7.12000], [2.66004, -0.01578, -8.03781], [4.29706, 1.85792, -7.61846], [3.55960, 1.43095, -6.12619], [5.08144, 1.88223, -4.69139], [2.72822, -3.15697, -3.33093], [2.47219, -1.66359, -3.74202], [3.82496, -1.10084, -4.23269], [4.80436, -2.48527, -4.75222], [6.17101, -2.11253, -4.50073], [4.39828, -3.02651, -6.02231], [4.20437, -3.52736, -3.44708], [2.12368, -3.86560, -3.89866], [2.36621, -3.33774, -2.31661], [2.14462, -1.11347, -2.87296], [1.83376, -1.72805, -4.61927], [4.34603, -0.66350, -3.37662], [3.70850, -0.32416, -4.97972], [4.79281, -3.28198, -2.56187], [4.34963, -4.56701, -3.73304], [6.17927, 7.14335, -4.75411], [6.35916, 7.17437, -3.22821], [6.87747, 8.58077, -2.92771], [7.77824, 9.10973, -4.44750], [9.19396, 9.19549, -4.18861], [7.14610, 10.26757, -5.02290], [7.47351, 7.59524, -5.39059], [5.33092, 7.65539, -5.21312], [5.96930, 6.12384, -5.08164], [7.09801, 6.44121, -2.91288], [5.35496, 6.98772, -2.85272], [7.73004, 8.73760, -2.26482], [6.08528, 9.27626, -2.66723], [8.27803, 6.88375, -5.22578], [7.38831, 7.90476, -6.42903], [8.44550, 3.29412, -1.83240], [9.64252, 3.67344, -2.70101], [9.91125, 2.38616, -3.47070], [9.87177, 1.14499, -2.15133], [11.18411, 0.92745, -1.60835], [9.14933, -0.01032, -2.67223], [8.86932, 2.11546, -0.96363], [7.59632, 2.91720, -2.41144], [8.01503, 4.08844, -1.21906], [10.51060, 3.94479, -2.10160], [9.38220, 4.43644, -3.43289], [10.89075, 2.24105, -3.91860], [9.06424, 2.08247, -4.08670], [9.56582, 2.36507, -0.16601], [8.11458, 1.40312, -0.65703], [8.41455, -1.50864, -8.66148], [9.23275, -2.64928, -8.08655], [10.31423, -2.01743, -7.20574], [9.48550, -0.67617, -6.36037], [10.22165, 0.55586, -6.43402], [8.97585, -1.07728, -5.06470], [8.07115, -0.59858, -7.47759], [7.53347, -1.85877, -9.19519], [8.96909, -0.91125, -9.39504], [9.77272, -3.25221, -8.81946], [8.62199, -3.35500, -7.51839], [10.98900, -1.47129, -7.87488], [10.94972, -2.73366, -6.69411], [7.77756, 0.42458, -7.66896], [7.30097, -1.13927, -6.92038], [2.66488, -6.93705, -8.32422], [2.60499, -4.97147, -8.49602], [3.41850, -4.63947, -9.72884], [3.79874, -2.73939, -9.82495], [3.10375, -4.61451, -7.60060], [1.54896, -4.75379, -8.55077], [2.78473, -4.76812, -10.60170], [4.31390, -5.23945, -9.80813], [2.54994, 5.50922, -4.84400], [2.52516, 4.10258, -3.50913], [1.33815, 3.20268, -3.80267], [1.39131, 1.80317, -2.43027], [2.44474, 4.52632, -2.51495], [3.45669, 3.55071, -3.60527], [1.32871, 2.77245, -4.79654], [0.42042, 3.75422, -3.62471]],
  "homo_energy_ha": [-0.3276, -0.3256],
  "relative_energy_kcal_mol": 0.0,
  "energy_ev": -435307.2286,
  "charge": 0,
  "spin_multiplicity": 3,
  "orbital_gap_ev": [9.087, 9.002]
}